(1)
C4H5NO2 | wB97M-V/def2-TZVPD

The geometry in XYZ format:
```
12
Properties=species:S:1:pos:R:3:forces:R:3:lowdin_charge:R:1
O -1.260 2.057 0.129 -0.122 -0.102 0.144 0.111
C -0.414 1.020 0.099 -0.084 -0.688 0.060 -0.431
C -0.863 -0.223 0.307 0.484 -0.043 0.233 -0.056
C -0.025 -1.329 -0.228 0.125 -0.246 0.057 -0.212
N 1.395 -0.990 -0.094 0.240 0.354 0.079 0.081
C 1.714 0.223 -0.074 0.137 -0.325 -0.072 -0.175
O 0.864 1.323 -0.199 -0.214 -0.118 -0.320 0.087
H -2.053 1.502 -0.020 -0.254 1.273 0.175 0.124
H -1.640 -0.357 1.047 -0.462 -0.128 -0.498 0.115
H -0.231 -1.510 -1.296 0.103 -0.012 0.229 0.118
H -0.230 -2.267 0.289 0.207 0.007 -0.028 0.106
H 2.743 0.553 0.039 -0.160 0.028 -0.061 0.132
```
Forces are in eV/Å.

Output
2S+1: 1
HOMO-LUMO gap: 9.3026 eV
SMILES: OC1=CCN=CO1
relative energy (zero: lowest compared OMol25 entry of this formula, charge and spin): 186.7 kJ/mol
molar mass: 99.089 g mol⁻¹
highest occupied orbital energy: -8.557 eV
LUMO: 0.027 Eh

---

(2)
C6H10 | wB97M-V/def2-TZVPD

The geometry in XYZ format:
```
16
Properties=species:S:1:pos:R:3:forces:R:3:lowdin_charge:R:1
C -1.779 1.146 -0.291 0.008 0.034 -0.064 -0.107
C -1.025 -0.057 0.241 -0.319 -0.007 0.184 -0.175
C 1.063 0.195 0.156 -0.038 -0.056 -0.006 -0.125
C 2.127 -0.537 0.902 0.029 0.011 -0.008 -0.057
C 0.287 -0.419 -0.808 0.215 -0.140 -0.233 -0.403
C 0.275 -1.227 -1.849 -0.104 0.157 0.351 0.044
H -1.153 2.047 -0.273 -0.079 -0.134 -0.003 0.077
H -2.090 0.978 -1.324 0.041 0.021 0.145 0.082
H -2.665 1.351 0.322 0.127 -0.041 -0.071 0.077
H -0.864 0.030 1.322 0.037 -0.018 -0.154 0.100
H -1.540 -1.007 0.095 0.086 0.108 -0.016 0.112
H 0.864 1.229 0.436 0.028 -0.148 -0.067 0.117
H 1.695 -1.161 1.697 0.040 0.093 -0.123 0.094
H 2.639 -1.213 0.206 -0.080 0.076 0.080 0.091
H 2.834 0.153 1.371 -0.099 -0.090 -0.057 0.079
H -0.631 -1.832 -1.983 0.110 0.135 0.043 -0.006
```
Forces are in eV/Å.

Output
2S+1: 1
HOMO-LUMO gap: 7.2259 eV
relative energy (zero: lowest compared OMol25 entry of this formula, charge and spin): 507.0 kJ/mol
molar mass: 82.146 g mol⁻¹
highest occupied orbital energy: -7.314 eV
LUMO: -0.003 Eh

---

(3)
C6H10N | wB97M-V/def2-TZVPD

The geometry in XYZ format:
```
17
Properties=species:S:1:pos:R:3:forces:R:3:lowdin_charge:R:1
C 1.133 0.445 0.109 0.352 0.915 0.639 0.115
C -0.023 -0.082 -0.566 -0.916 1.495 2.716 -0.173
C -0.877 -0.956 -1.011 0.773 -1.348 -0.845 -0.160
C 0.009 0.998 0.596 0.789 -1.356 -1.903 -0.135
C -2.337 -1.041 -0.659 -0.148 0.920 -1.848 -0.081
C 3.645 -0.490 -0.287 -3.297 -1.553 2.152 0.219
N -0.686 1.880 1.581 0.370 -0.555 -1.344 0.215
H -0.407 -1.770 -1.634 -0.861 0.842 0.475 0.136
H -2.702 -0.411 0.160 0.444 0.056 -0.139 0.064
H -2.522 -2.060 -0.407 -0.511 -0.746 0.102 0.066
H -2.909 -0.760 -1.595 0.240 -0.506 1.155 0.104
H 3.968 -0.557 0.763 0.370 0.649 -0.851 0.031
H 3.894 0.190 -1.044 0.643 0.833 -0.653 -0.001
H 2.924 -1.309 -0.487 0.922 0.519 -0.419 0.013
H 0.084 2.413 2.052 -0.988 -1.072 1.000 0.193
H -1.476 1.297 2.043 2.029 1.402 0.080 0.221
H -1.155 2.662 1.099 -0.210 -0.497 -0.320 0.173
```
Forces are in eV/Å.

Output
2S+1: 1
HOMO-LUMO gap (spin up / spin down): 6.7095 / 8.1379 eV
relative energy (zero: lowest compared OMol25 entry of this formula, charge and spin): 739.8 kJ/mol
total charge: +1
molar mass: 96.153 g mol⁻¹
highest occupied orbital energy (spin up / spin down): -12.037 / -12.128 eV
LUMO (spin up / spin down): -0.196 / -0.147 Eh